92
Properties=species:S:1:pos:R:3:forces:R:3 method="wB97M-V/def2-TZVPD" homo_lumo_gap_ev=6.919 relative_energy_ev=0.523 largest_force_ev_per_a=0.43 multiplicity=1 lumo_ev=0.40 charge=0 homo_ev=-6.5
Pt -0.379 0.383 -0.300 0.1465 0.1226 -0.2011
C 0.671 2.563 -2.405 -0.0783 -0.0588 -0.0025
P 1.244 0.876 -1.942 -0.0040 0.1707 0.0730
C 2.953 1.144 -1.369 0.0281 0.0228 -0.0771
C 3.263 0.991 -0.023 -0.0581 -0.0760 0.0675
C 4.551 1.251 0.434 -0.0283 -0.0005 -0.0373
C 5.532 1.664 -0.452 -0.0130 -0.0003 -0.0354
C 5.231 1.818 -1.802 -0.0452 -0.0170 0.0240
C 3.948 1.561 -2.257 -0.0172 0.0111 0.0526
C 1.422 -0.139 -3.432 0.0093 -0.1301 -0.0089
C 2.398 -1.141 -3.457 -0.0311 -0.0208 -0.0951
C 2.457 -2.042 -4.513 -0.0336 0.0763 0.0415
C 1.539 -1.954 -5.551 0.0405 -0.0208 0.0380
C 0.563 -0.969 -5.528 -0.0441 0.0770 0.0227
C 0.496 -0.067 -4.473 0.0151 -0.0068 -0.0206
C 0.248 3.187 -1.111 -0.1958 0.1338 0.2670
C 0.276 4.470 -0.600 0.1230 -0.0120 -0.0092
C -0.276 4.414 0.710 0.0026 0.1365 -0.0098
C -0.633 3.104 0.944 0.2116 -0.0086 -0.3793
C -1.277 2.366 2.067 0.0718 -0.0416 0.0978
P -0.713 0.620 1.931 -0.1649 0.0094 0.1988
C -1.857 -0.373 2.928 -0.1070 -0.0219 -0.0270
C -1.835 -0.344 4.324 0.0104 0.0667 -0.0347
C -2.749 -1.087 5.053 -0.0742 -0.0444 -0.0581
C -3.696 -1.864 4.391 0.0680 0.0403 -0.0058
C -3.724 -1.896 3.005 0.0221 0.0066 0.0161
C -2.804 -1.155 2.274 -0.0001 -0.0312 0.0204
C 0.819 0.555 2.904 0.0605 -0.0950 0.0669
C 1.618 1.684 3.076 0.0534 -0.0228 -0.1063
C 2.848 1.577 3.709 0.0636 -0.1055 0.0875
C 3.299 0.347 4.176 -0.0659 0.1005 -0.0556
C 2.502 -0.781 4.018 -0.0743 0.0809 -0.0480
C 1.267 -0.675 3.392 0.0508 -0.0890 0.1449
N -0.319 2.375 -0.170 0.0749 -0.2422 0.0624
H -0.190 2.428 -3.070 0.0331 0.0173 0.0410
H 1.439 3.142 -2.917 0.0589 -0.0166 -0.0044
H 2.489 0.667 0.669 0.0717 0.0535 -0.1006
H 4.777 1.132 1.485 0.0045 -0.0071 0.0231
H 6.534 1.867 -0.096 -0.0012 -0.0020 -0.0057
H 5.995 2.141 -2.497 -0.0007 -0.0005 0.0041
H 3.716 1.681 -3.310 0.0047 0.0006 0.0027
H 3.124 -1.210 -2.655 -0.0042 0.0055 0.0099
H 3.223 -2.807 -4.524 -0.0005 -0.0016 0.0020
H 1.581 -2.655 -6.375 0.0086 0.0071 0.0090
H -0.160 -0.903 -6.330 0.0054 0.0000 0.0150
H -0.296 0.671 -4.453 0.0226 -0.0341 0.0260
H 0.650 5.346 -1.108 -0.0172 -0.0133 0.0252
H -0.413 5.242 1.390 -0.0100 -0.0054 -0.0356
H -2.358 2.338 1.933 -0.1860 -0.0114 0.0836
H -1.067 2.781 3.054 0.0276 0.0167 -0.0229
H -1.094 0.256 4.842 -0.0355 -0.0243 -0.0194
H -2.726 -1.062 6.135 -0.0002 0.0019 -0.0083
H -4.409 -2.446 4.961 0.0027 0.0090 -0.0042
H -4.460 -2.499 2.488 0.0028 0.0087 0.0056
H -2.819 -1.181 1.189 0.0005 0.0420 0.0145
H 1.306 2.645 2.683 -0.0318 -0.0374 -0.0061
H 3.456 2.465 3.832 0.0248 -0.0183 0.0144
H 4.260 0.266 4.667 -0.0055 0.0192 -0.0072
H 2.835 -1.740 4.395 -0.0072 0.0024 0.0046
H 0.627 -1.553 3.331 0.0683 0.0932 -0.1041
C -4.629 1.184 0.177 -0.0487 -0.0451 -0.1092
Si -3.957 1.660 -1.520 -0.0057 0.1731 -0.0554
C -5.396 1.607 -2.737 0.0143 0.0142 0.1145
C -3.326 3.435 -1.447 -0.0422 -0.1033 0.0368
Se -2.365 0.252 -2.259 0.0286 -0.0890 0.0804
H -5.444 1.848 0.483 0.0366 -0.0084 -0.0392
H -3.854 1.228 0.942 0.0239 -0.0295 0.0133
H -5.014 0.161 0.151 0.0098 0.0444 0.0253
H -6.186 2.301 -2.431 0.0284 -0.0354 -0.0170
H -5.824 0.603 -2.791 0.0109 0.0144 0.0095
H -5.070 1.884 -3.741 0.0282 0.0037 0.0215
H -4.128 4.119 -1.147 0.0004 -0.0323 -0.0088
H -2.972 3.746 -2.433 0.0038 -0.0123 0.0143
H -2.497 3.555 -0.744 -0.0818 -0.0199 -0.0707
C -0.755 -4.601 -0.570 -0.0242 0.0290 -0.0066
C 0.361 -3.877 0.179 -0.0660 -0.0841 -0.0105
C 0.634 -4.568 1.510 0.0151 0.0011 0.0502
C 1.641 -3.851 -0.661 0.0364 -0.0083 -0.0405
N -0.109 -2.526 0.542 0.1030 0.0984 0.0872
N -0.413 -1.692 -0.575 -0.0841 0.0626 -0.1796
H -0.480 -5.643 -0.734 -0.0018 0.0012 -0.0008
H -0.943 -4.154 -1.550 -0.0012 -0.0086 0.0126
H -1.682 -4.570 0.006 0.0285 -0.0054 -0.0019
H 1.005 -5.580 1.347 -0.0184 0.0144 -0.0080
H -0.276 -4.615 2.109 0.0147 0.0051 -0.0152
H 1.394 -4.023 2.079 -0.0068 -0.0026 -0.0077
H 1.972 -4.871 -0.869 0.0080 0.0256 0.0238
H 2.444 -3.333 -0.130 -0.0122 -0.0064 -0.0068
H 1.504 -3.369 -1.633 -0.0073 0.0023 0.0089
H 0.632 -2.040 1.038 0.0225 -0.0146 0.0333
H -1.371 -1.850 -0.893 0.0016 -0.1017 0.0508
H 0.200 -1.895 -1.366 -0.0676 0.0022 -0.0362



84
Properties=species:S:1:pos:R:3:forces:R:3 method="wB97M-V/def2-TZVPD" homo_lumo_gap_ev=9.762 largest_force_ev_per_a=0.59 smiles="CCCCCCCCC[C@@](C#N)(CC#N)CCCCCOC.CCOC(C)=O.CCOC(C)=O" multiplicity=1 lumo_ev=0.43 charge=0 homo_ev=-9.3
C 2.237 -3.943 3.844 -0.1191 0.0165 -0.4044
C 2.055 -4.092 2.332 -0.2253 0.4487 0.2545
C 1.458 -2.830 1.705 0.2996 -0.1634 0.1257
C 1.453 -2.848 0.182 -0.3148 0.0041 0.0623
C 0.613 -3.956 -0.463 -0.1568 0.3536 0.0786
C -0.825 -4.020 0.056 0.3625 -0.3919 -0.2561
C -1.602 -5.176 -0.580 -0.2500 0.0422 0.1076
C -3.143 -5.020 -0.648 0.3079 0.0680 -0.1549
C -3.808 -4.083 0.358 -0.2125 -0.2262 0.2422
C -4.072 -4.648 1.790 -0.0077 -0.1109 -0.1247
C -5.484 -5.055 1.863 -0.1121 -0.1491 0.0071
N -6.587 -5.371 1.922 0.0282 0.0717 0.0118
C -3.190 -5.878 2.152 -0.2348 0.0321 0.4800
C -3.655 -7.173 1.664 0.0940 -0.2569 -0.3839
N -3.954 -8.206 1.256 -0.0018 0.2392 0.1467
C -3.844 -3.596 2.898 -0.0756 0.0738 -0.1249
C -4.485 -2.218 2.668 -0.0067 0.2438 0.2496
C -3.519 -1.073 3.004 0.2024 -0.5244 0.0798
C -2.391 -0.892 1.994 -0.2018 0.4152 -0.1033
C -2.866 -0.330 0.643 0.3913 -0.1988 0.1749
O -1.996 0.696 0.208 -0.0698 0.0698 0.1827
C -2.607 1.834 -0.381 0.2461 -0.0211 -0.3321
H 1.262 -3.908 4.329 -0.0127 -0.0309 0.1473
H 2.749 -3.008 4.071 0.1233 0.0101 0.0819
H 2.812 -4.772 4.250 -0.0120 -0.0315 0.1508
H 1.383 -4.932 2.149 0.1627 -0.2074 -0.1824
H 3.018 -4.283 1.859 0.0356 -0.2065 -0.0719
H 2.048 -1.973 2.039 0.0126 0.0623 -0.0008
H 0.454 -2.670 2.103 -0.1164 0.0492 -0.0114
H 2.483 -2.927 -0.169 0.0710 0.0095 -0.0707
H 1.071 -1.886 -0.170 0.0220 0.0488 -0.0302
H 1.096 -4.929 -0.362 0.0408 -0.0876 0.0004
H 0.540 -3.718 -1.526 0.1633 -0.2587 -0.1348
H -0.806 -4.173 1.137 -0.1459 0.2760 0.1399
H -1.283 -3.057 -0.163 -0.1561 0.1141 0.1041
H -1.362 -6.095 -0.043 0.1299 -0.0716 -0.0196
H -1.233 -5.334 -1.593 -0.0168 -0.0036 -0.0910
H -3.393 -4.643 -1.641 -0.0168 0.1093 -0.0170
H -3.601 -6.007 -0.600 -0.0864 -0.0378 -0.0251
H -4.775 -3.803 -0.056 -0.0409 0.0914 0.0049
H -3.259 -3.152 0.465 0.2061 0.0038 -0.0396
H -3.155 -5.950 3.242 0.0019 -0.0268 -0.0018
H -2.168 -5.736 1.816 0.0478 0.1389 -0.0313
H -2.766 -3.497 3.047 0.1031 0.0336 -0.1315
H -4.246 -4.009 3.823 0.1045 -0.0725 0.1013
H -4.872 -2.113 1.656 0.0257 0.0028 -0.1062
H -5.344 -2.122 3.331 -0.1449 -0.0714 -0.0779
H -4.059 -0.136 3.140 -0.0790 0.0772 -0.0935
H -3.074 -1.318 3.974 -0.0118 0.1274 0.0824
H -1.860 -1.833 1.855 0.1309 -0.0765 -0.0168
H -1.677 -0.169 2.386 0.1088 -0.0274 0.0212
H -2.852 -1.122 -0.112 -0.2780 -0.0104 -0.1064
H -3.885 0.045 0.756 -0.1220 0.0674 -0.1130
H -3.664 1.669 -0.590 -0.1107 -0.0059 0.0889
H -2.114 2.049 -1.330 0.0282 -0.0073 -0.0108
H -2.479 2.715 0.245 -0.0909 -0.0049 0.1358
C 1.938 5.353 -1.476 -0.1671 0.1343 0.0341
C 1.006 4.446 -2.249 0.1668 0.0144 -0.0198
O -0.298 4.366 -1.658 -0.0284 -0.1369 -0.0309
C -1.273 5.258 -1.908 0.0420 0.1211 0.0263
C -0.954 6.520 -2.677 -0.0050 -0.1144 -0.2247
O -2.370 5.046 -1.469 -0.0789 -0.0047 0.0209
H 1.578 6.384 -1.467 -0.0038 -0.0060 -0.0498
H 2.934 5.338 -1.913 -0.0227 -0.0675 0.0330
H 2.013 5.022 -0.441 0.0381 -0.0416 -0.0103
H 0.930 4.730 -3.299 -0.0112 0.0176 0.0163
H 1.378 3.424 -2.224 -0.0431 -0.0242 0.0263
H -0.734 7.310 -1.960 0.0129 0.0181 0.0182
H -1.839 6.802 -3.243 -0.0538 0.0241 0.1036
H -0.120 6.428 -3.367 0.0404 0.0297 0.0766
C 8.278 7.142 -3.948 -0.0011 -0.0434 0.1065
C 6.828 6.842 -4.264 0.1073 0.0873 -0.0775
O 6.278 5.855 -3.386 -0.1088 -0.0694 -0.0964
C 5.755 6.153 -2.181 0.1443 0.0466 0.1389
C 5.919 7.545 -1.617 -0.1920 0.1011 -0.1513
O 5.212 5.280 -1.562 0.0308 -0.0044 -0.0190
H 8.394 7.572 -2.953 -0.0211 0.0467 -0.0112
H 8.684 7.845 -4.675 -0.0065 0.0010 -0.0170
H 8.866 6.225 -3.985 -0.0011 -0.0025 -0.0338
H 6.211 7.742 -4.264 0.0137 -0.0028 0.0243
H 6.744 6.401 -5.255 -0.0211 -0.0424 0.0116
H 6.801 7.552 -0.977 0.0241 0.0016 0.0128
H 5.048 7.764 -1.005 0.0393 -0.0818 0.0777
H 6.019 8.327 -2.364 0.0860 -0.0207 0.0200



47
Properties=species:S:1:pos:R:3:forces:R:3 method="wB97M-V/def2-TZVPD" homo_lumo_gap_ev=8.258 relative_energy_ev=0.608 largest_force_ev_per_a=1.45 multiplicity=1 lumo_ev=2.71 charge=-1 homo_ev=-5.6
I -15.809 -4.151 -13.557 0.0693 -0.1034 -0.2489
C -13.357 -4.781 -10.508 0.1104 -0.0199 -0.4426
O -13.922 -3.495 -10.608 -0.2563 0.1382 0.1120
H -12.502 -4.857 -11.188 0.1267 -0.2086 0.1276
H -13.027 -4.942 -9.483 0.0714 0.1113 0.0526
H -14.054 -5.583 -10.767 -0.1215 0.0791 -0.0145
H -14.398 -3.436 -11.456 0.0890 -0.0911 0.2220
C -13.867 -0.823 -15.724 -0.2862 0.2760 -0.1644
C -14.328 0.611 -15.954 -0.1980 -0.4255 -0.1460
O -15.748 0.717 -15.753 0.6655 0.2628 0.2818
O -13.926 -1.163 -14.363 -0.1144 -0.0989 0.0499
H -12.822 -0.914 -16.045 -0.0349 0.0443 -0.2346
H -14.498 -1.463 -16.350 0.0939 -0.1918 0.1020
H -14.142 0.914 -16.991 0.4017 -0.0667 0.0439
H -13.753 1.239 -15.267 -0.2051 0.1833 0.0014
H -15.882 1.615 -15.433 -0.3261 -0.1488 0.0376
H -14.520 -1.923 -14.236 -0.0276 0.1323 0.0666
C -11.457 -5.281 -14.763 -0.4512 0.4775 -0.2278
C -11.649 -3.844 -15.287 -0.6189 -1.0479 -0.0381
O -10.461 -3.087 -15.186 0.1112 0.1370 -0.0523
O -12.692 -5.976 -14.810 0.0438 0.0169 -0.0080
H -11.041 -5.228 -13.751 0.0148 -0.1383 0.0062
H -10.798 -5.861 -15.413 0.2760 0.1989 0.1132
H -12.469 -3.387 -14.720 0.2743 0.1865 0.1819
H -12.042 -3.946 -16.306 0.3073 0.2447 -0.1327
H -10.183 -2.818 -16.063 -0.0130 -0.0102 -0.0121
H -13.416 -5.383 -14.555 -0.0592 -0.0237 0.2632
C -21.198 -5.441 -14.765 0.7748 0.7304 0.2612
C -19.850 -5.412 -14.050 0.2035 -0.4400 -0.6286
O -19.501 -4.119 -13.622 -0.0050 -0.4026 0.1110
O -21.225 -4.604 -15.914 -0.0687 -0.2262 -0.1918
H -21.944 -5.000 -14.099 -0.2107 -0.4357 -0.0504
H -21.381 -6.483 -15.045 -0.4203 -0.0070 0.2481
H -19.106 -5.805 -14.763 0.0544 0.1743 -0.0461
H -19.833 -6.141 -13.228 -0.3230 0.0744 0.1351
H -18.560 -4.189 -13.396 0.0070 0.4733 -0.0036
H -20.618 -4.966 -16.572 0.0821 0.1339 0.1450
C -14.886 -5.884 -17.675 -0.2770 0.3405 -0.1356
C -15.920 -4.767 -17.764 0.5582 -0.1108 1.3287
O -17.036 -5.036 -16.925 -0.4202 -0.4497 -0.2525
O -15.373 -7.031 -18.365 0.2448 -0.1650 0.1880
H -14.650 -6.093 -16.631 -0.0969 -0.1460 0.1275
H -13.944 -5.573 -18.130 -0.0709 -0.1024 -0.2904
H -16.260 -4.730 -18.795 -0.1563 0.3823 -0.0118
H -15.473 -3.837 -17.388 0.0954 0.1148 -0.5928
H -16.783 -4.901 -15.992 0.1108 0.1183 -0.2403
H -16.150 -7.322 -17.874 -0.0249 0.0295 -0.0406